C29H68AlO14 | wB97M-V/def2-TZVPD

Last column: Mulliken charge in e.
Positions of all 112 atoms, in Å:
C1 -0.38 -2.95 0.55  -1.2417
C2 -0.71 -1.77 -0.40  0.8038
C3 -2.19 -1.74 -0.68  0.3120
O1 -2.65 -2.13 -1.74  -0.5747
O2 -2.91 -1.27 0.35  -0.2513
C4 -4.34 -1.27 0.17  -0.5649
C5 -4.98 -2.55 0.71  -0.8847
Al1 -5.15 -4.16 -0.54  0.2593
H1 -0.10 -3.82 -0.04  0.3853
H2 -1.26 -3.24 1.13  0.2771
H3 0.42 -2.68 1.22  0.2989
H4 -0.18 -1.91 -1.33  0.4217
H5 -0.41 -0.84 0.07  -0.7120
H6 -4.61 -1.07 -0.87  0.3755
H7 -4.68 -0.42 0.77  0.2977
H8 -5.98 -2.26 1.07  0.3949
H9 -4.43 -2.83 1.62  0.2951
H10 -5.47 -3.58 -2.03  -0.3137
H11 -6.28 -5.20 -0.04  -0.2745
H12 -3.67 -4.88 -0.59  -0.2510
C6 -3.26 -9.62 0.54  -0.7644
O3 -3.99 -9.38 1.72  -0.2888
C7 -4.05 -7.99 2.02  -0.4547
C8 -5.14 -7.72 3.04  -0.5178
O4 -6.44 -7.67 2.49  -0.3721
C9 -7.06 -8.90 2.18  -0.4592
C10 -7.65 -9.61 3.38  -0.5718
O5 -6.65 -10.32 4.10  -0.2423
C11 -7.11 -10.71 5.37  -0.7608
H13 -2.23 -9.24 0.62  0.3063
H14 -3.23 -10.69 0.38  0.2307
H15 -3.74 -9.14 -0.33  0.3273
H16 -4.24 -7.41 1.11  0.2915
H17 -3.08 -7.68 2.43  0.3949
H18 -4.96 -6.73 3.45  0.4126
H19 -5.08 -8.44 3.86  0.2195
H20 -6.38 -9.56 1.63  0.2242
H21 -7.88 -8.64 1.52  0.3882
H22 -8.41 -10.33 3.03  0.4196
H23 -8.13 -8.87 4.03  0.3453
H24 -7.35 -9.84 5.99  0.3144
H25 -6.30 -11.27 5.85  0.2265
H26 -7.99 -11.36 5.30  0.3021
C12 -1.09 1.32 2.54  -0.7326
O6 0.02 2.12 2.19  -0.2641
C13 0.24 2.10 0.80  -0.0166
C14 1.19 3.21 0.39  -0.7379
O7 0.57 4.49 0.27  -0.2665
C15 0.29 5.16 1.49  -0.4999
C16 1.51 5.78 2.13  -0.6598
O8 2.26 4.81 2.84  -0.2469
C17 3.55 5.27 3.16  -0.7950
H27 -0.96 0.29 2.19  0.2221
H28 -1.18 1.32 3.62  0.2827
H29 -2.02 1.72 2.11  0.3613
H30 -0.71 2.22 0.26  0.3774
H31 0.69 1.13 0.53  -0.0324
H32 1.56 2.98 -0.61  0.4245
H33 2.04 3.25 1.07  0.2940
H34 -0.23 4.50 2.19  0.2148
H35 -0.39 5.97 1.22  0.4065
H36 1.19 6.56 2.83  0.4407
H37 2.13 6.24 1.35  0.3463
H38 4.13 5.48 2.25  0.3118
H39 4.05 4.48 3.72  0.2322
H40 3.51 6.17 3.78  0.3497
C18 3.27 6.52 -7.18  -0.7710
O9 2.48 6.65 -6.02  -0.2336
C19 2.45 7.98 -5.55  -0.5873
C20 1.32 8.17 -4.56  -0.3680
O10 0.05 8.35 -5.16  -0.4464
C21 -0.60 7.18 -5.62  -0.4421
C22 -1.26 6.38 -4.52  -0.5543
O11 -0.30 5.59 -3.84  -0.2734
C23 -0.79 5.08 -2.62  -0.5360
H41 4.30 6.83 -6.99  0.3069
H42 3.26 5.47 -7.46  0.2333
H43 2.86 7.11 -8.01  0.3147
H44 2.31 8.68 -6.39  0.3362
H45 3.40 8.21 -5.06  0.4207
H46 1.51 9.10 -4.02  0.3764
H47 1.30 7.36 -3.83  0.2032
H48 0.07 6.55 -6.20  0.2383
H49 -1.39 7.53 -6.28  0.3850
H50 -2.02 5.72 -4.95  0.4225
H51 -1.74 7.07 -3.81  0.3250
H52 -1.04 5.89 -1.93  0.2781
H53 -0.01 4.47 -2.17  -0.0304
H54 -1.68 4.46 -2.79  0.3639
C24 3.83 -0.73 1.55  -0.5661
O12 4.75 0.03 0.81  -0.3329
C25 4.60 1.42 1.04  -0.1317
C26 5.80 2.18 0.55  -0.5732
O13 6.90 2.16 1.45  -0.4470
C27 7.68 0.98 1.46  -0.4430
C28 8.66 0.89 0.31  -0.5773
O14 8.01 0.44 -0.87  -0.2372
C29 8.80 0.64 -2.02  -0.7661
H55 2.80 -0.46 1.30  0.0887
H56 3.99 -1.78 1.31  0.2645
H57 3.98 -0.59 2.63  0.3622
H58 4.45 1.62 2.11  0.4063
H59 3.70 1.76 0.50  0.0652
H60 5.52 3.24 0.47  0.3963
H61 6.10 1.84 -0.45  0.2619
H62 7.06 0.09 1.50  0.2297
H63 8.27 1.04 2.38  0.3684
H64 9.46 0.18 0.57  0.4420
H65 9.11 1.88 0.14  0.3362
H66 8.99 1.71 -2.18  0.3136
H67 8.24 0.25 -2.87  0.2331
H68 9.75 0.11 -1.94  0.3086

Values from the calculation:
Total charge   -1
E   -2441.32236 hartree
HOMO   -4.76 eV
E_LUMO   0.0714 Ha